A cluster of 3 separate species, C42H47O6S in total. Source: the Open Molecules 2025 dataset; level of theory: wB97M-V/def2-TZVPD.

The geometry in XYZ format:
```
96
Properties=species:S:1:pos:R:3:mulliken_charge:R:1
S -1.07 -1.62 -7.37 0.0801
O -1.65 9.45 2.36 -0.6690
O -0.74 2.06 -9.48 -0.5019
O 3.61 -2.57 0.91 -0.6858
O -2.03 4.12 2.29 -0.6986
O -2.62 -3.67 5.75 -0.2812
O 3.99 2.75 0.99 -0.6823
C 1.79 1.61 2.28 -0.7018
C -4.09 5.53 3.56 -0.5359
C 0.28 8.05 0.90 -0.5577
C 5.92 1.36 -0.48 -0.5498
C -0.64 -0.35 -8.73 -0.4927
C 0.42 -4.04 -1.70 -0.3665
C -0.78 -6.12 1.50 -0.8627
C -0.84 6.03 1.60 0.2098
C 3.68 -1.35 0.91 0.5250
C -0.33 -3.70 -4.33 -0.5747
C 3.89 1.53 0.95 0.5518
C 0.58 -0.41 2.83 -0.5515
C -2.88 7.55 2.99 0.1642
C -5.06 6.29 4.21 -0.4649
C 6.88 0.60 -1.15 -0.4722
C -2.32 -4.88 3.44 -0.0537
C 5.77 -1.43 -0.44 -0.5091
C -4.94 7.68 4.26 -0.4698
C 0.43 -1.87 -6.25 -0.5899
C -1.31 1.13 -8.45 -0.3120
C -3.38 -3.75 7.01 -0.5716
C -0.35 -4.68 0.86 0.3431
C -1.96 5.35 2.28 0.5340
C 0.51 -4.65 -3.24 -0.5019
C 0.70 0.98 2.88 -0.6710
C -0.72 -4.77 -0.77 -0.7877
C 2.76 0.85 1.61 0.4345
C 4.88 0.72 0.22 0.1852
C 2.65 -0.54 1.58 0.2729
C 0.13 5.27 0.93 -0.5924
C -2.99 6.16 2.95 0.2367
C 0.55 -3.45 -5.70 -0.6778
C 1.17 5.90 0.25 -0.4719
C 4.80 -0.67 0.22 0.1540
C -2.58 -4.99 5.08 -0.3885
C 1.55 -1.17 2.18 -0.6243
C -0.76 7.42 1.59 0.2908
C 1.24 7.30 0.22 -0.5444
C -1.27 -6.08 3.06 -0.6490
C -3.85 8.31 3.65 -0.5490
C 6.81 -0.80 -1.13 -0.5017
C -1.75 8.23 2.32 0.5535
H -1.57 -6.67 0.78 0.3409
H 7.56 -1.39 -1.65 0.3989
H 7.68 1.09 -1.70 0.3992
H -5.91 5.80 4.67 0.3959
H -0.88 -3.74 1.33 0.0676
H -1.40 2.81 -9.65 0.3397
H 0.08 4.18 0.94 0.5883
H -1.30 -2.88 -7.97 0.2788
H 1.87 2.70 2.32 0.6398
H 0.24 -4.23 -6.54 0.3105
H -0.75 -5.91 -1.10 0.3310
H 0.82 -4.52 0.93 0.1294
H -1.30 -4.30 -4.63 0.2695
H 5.72 -2.52 -0.43 0.4889
H -4.19 4.45 3.52 0.4446
H 2.04 7.79 -0.32 0.3954
H -2.72 -4.01 7.95 0.2416
H 0.51 -1.09 -5.38 0.4052
H -1.73 -5.67 5.57 0.2466
H 1.51 -4.19 -1.23 0.2074
H -1.93 -3.80 3.23 -0.0623
H 0.20 -5.78 -3.30 0.3015
H 1.45 -2.25 2.15 0.5161
H -4.28 -4.50 7.00 0.2669
H -0.68 -2.70 -3.80 0.3590
H -3.60 -5.55 5.22 0.2554
H 1.38 -1.72 -6.94 0.4197
H 1.66 -4.57 -3.56 0.2996
H -1.85 -7.10 3.26 0.2562
H -3.77 9.40 3.69 0.4579
H -3.84 -2.66 7.19 0.2036
H -1.09 1.54 -7.36 0.2506
H 5.98 2.44 -0.49 0.4624
H 0.54 -0.20 -8.66 0.3128
H -5.70 8.27 4.77 0.3954
H 1.92 5.31 -0.27 0.4275
H -2.49 1.06 -8.54 0.3137
H 0.19 -6.81 1.46 0.2532
H -0.98 -0.73 -9.79 0.4016
H -1.75 -4.25 -1.02 0.1495
H 0.25 -2.87 -1.83 0.1756
H 1.72 -3.61 -5.52 0.3360
H -3.38 -5.01 2.95 0.2054
H -0.06 1.58 3.39 0.4275
H -0.34 -6.13 3.80 0.3232
H -0.27 -0.90 3.29 0.4908
H 0.34 9.14 0.88 0.4609
```

Computed properties:
Electronic energy   -2477.74617 Eh
HOMO level   -10.8779 eV
Charge   +1

=====

A structure of composition C42H48CuNP3S2. Source: the Open Molecules 2025 dataset; level of theory: wB97M-V/def2-TZVPD.

The geometry in XYZ format:
```
97
Properties=species:S:1:pos:R:3:mulliken_charge:R:1
Cu 0.49 0.36 -0.36 -0.8707
S -1.81 2.50 0.39 -0.6879
S 2.04 -2.03 1.37 -0.6901
P 0.44 -1.23 2.28 2.0843
P -0.04 -0.41 -2.44 1.1710
P -1.34 1.30 1.91 2.1417
N 2.38 1.21 -0.19 -0.5053
C -2.93 0.66 2.62 -0.3599
C -2.90 -3.63 2.23 -0.6979
C -0.73 -2.63 2.57 -0.6606
C 1.39 1.44 -3.93 -1.7878
C -0.72 2.36 3.28 0.3756
C 2.59 -0.06 5.59 -0.6064
C -1.06 4.01 5.01 -0.7071
C -3.59 -2.28 -3.52 -0.9840
C -1.24 -4.78 3.52 -0.6556
C -2.01 -2.58 2.02 0.5627
C -0.05 0.96 -3.74 1.9101
C 3.34 0.89 0.35 0.4830
C -1.74 -1.09 -2.50 -0.0294
C 1.15 3.18 4.55 -0.6035
C -2.49 -1.00 -1.32 0.7628
C 0.31 4.00 5.29 -0.5587
C -1.56 3.19 4.01 -0.4088
C 0.35 -0.48 6.33 -0.6310
C 2.48 -1.50 -2.48 -1.5125
C -3.97 0.36 1.75 -0.6102
C -0.35 -3.74 3.31 -0.3782
C 5.80 0.62 0.17 -1.3982
C -5.23 -0.64 3.55 -0.6494
C -0.86 2.09 -3.09 -1.6716
C 0.58 -3.05 -2.15 -1.7373
C -0.67 0.64 -5.10 -1.8454
C 0.64 2.37 3.55 -0.3627
C -0.29 0.06 1.49 -0.4821
C 2.24 -0.47 4.31 -0.4830
C 4.55 0.47 1.04 -0.0351
C -4.32 -2.19 -2.34 -0.8903
C 1.64 -0.06 6.60 -0.5964
C -3.07 0.34 3.97 -0.1930
C 1.12 -2.19 -4.44 -1.8548
C -2.32 -1.74 -3.60 -0.0878
C -4.21 -0.31 4.43 -0.7502
C 1.06 -1.84 -2.96 2.2055
C -3.76 -1.55 -1.24 -0.0215
C -5.11 -0.29 2.20 -0.6301
C 0.94 -0.87 4.02 -0.1300
C -2.52 -4.73 2.98 -0.6391
C 0.01 -0.89 5.05 -0.6198
H 2.22 3.17 4.77 0.3898
H 1.28 1.72 2.97 0.4105
H 2.50 -1.37 -1.39 -0.1443
H 1.91 0.27 7.60 0.3601
H -6.12 -1.15 3.90 0.3782
H 1.55 -1.39 -5.04 0.3208
H 3.15 -2.33 -2.74 0.5666
H 0.70 4.63 6.07 0.3637
H 0.65 -3.79 3.72 0.3790
H -1.72 4.65 5.57 0.3808
H 1.76 -3.07 -4.57 0.5338
H -1.89 1.78 -2.88 0.3226
H 2.87 -0.59 -2.94 0.2514
H -3.21 -5.54 3.15 0.3627
H -0.43 2.41 -2.14 0.1799
H -2.29 -1.71 1.44 0.1337
H -1.00 -1.24 4.85 0.6395
H -0.39 -3.41 -2.50 0.3086
H -0.93 -5.65 4.10 0.4005
H 1.31 -3.86 -2.25 0.5062
H 0.14 -2.45 -4.85 0.2328
H 0.51 -2.81 -1.09 0.2364
H -4.31 -1.48 -0.31 0.2480
H 5.71 0.02 -0.73 0.2965
H -2.62 3.21 3.78 0.4756
H -1.77 -1.82 -4.53 0.2494
H -0.39 -0.49 7.12 0.4103
H 4.38 -0.57 1.33 0.1251
H -0.89 2.94 -3.77 0.5448
H -4.30 -0.56 5.48 0.3995
H -0.18 -0.18 -5.62 0.2542
H 5.96 1.65 -0.12 0.3540
H -3.90 -3.57 1.80 0.4286
H 3.61 0.25 5.80 0.4143
H 1.87 1.65 -2.97 0.1891
H -2.29 0.60 4.67 0.6050
H 4.63 1.06 1.96 0.4155
H -4.02 -2.77 -4.38 0.4057
H -5.31 -2.62 -2.27 0.3952
H -0.60 1.53 -5.73 0.5366
H 6.68 0.28 0.72 0.4014
H -5.91 -0.53 1.51 0.4374
H 2.98 -0.50 3.52 0.3046
H -3.88 0.65 0.71 0.5702
H 1.38 2.37 -4.51 0.5475
H 2.00 0.72 -4.48 0.2876
H -1.73 0.40 -5.00 0.3531
H -2.04 -0.50 -0.46 -0.8357
```

Computed properties:
Electronic energy   -5145.05609 Eh
HOMO level   -3.7335 eV
Charge   -1